C44H37HgN9O6S2Te | the ωB97M-V functional and the def2-TZVPD basis

```
! RIJCOSX wB97M-V def2-TZVPD def2/J DEFGRID3
* xyz -1 2
N -2.18583 0.60608 -5.04154
Te 1.33200 1.18233 -0.92827
C -1.44756 3.64948 -0.56623
H -2.76593 3.16427 -4.39062
C 1.59278 3.64013 -4.59953
H -0.25127 5.38495 -0.63632
C -2.81055 -2.45861 3.10870
N -1.97751 2.92286 0.37492
H -2.31931 -7.13918 2.94434
C -0.57103 0.37038 2.87532
H -2.33185 1.05429 -5.92772
C 1.78081 -2.05501 2.41381
C 4.00198 -1.29550 -3.40599
H -0.33422 -3.89668 -3.28362
S -2.95657 -0.73212 2.82320
C -1.22827 -2.00872 -2.85912
O 2.86895 -5.99304 4.73125
C -3.03355 -4.72410 2.34762
H -3.32327 -5.43394 1.57972
C 1.01412 -2.77611 1.50185
H 1.97201 5.74321 -4.86591
H -1.26482 -2.15916 -1.78269
Hg -1.64935 0.11663 -0.11010
O -3.20715 -0.10648 4.10358
H -1.65502 -6.82330 4.44758
H 2.30187 6.15559 -2.44526
C 2.99419 0.25214 -1.85940
N 2.98675 -4.78439 4.66593
H 6.37872 0.32750 -1.61847
C 2.42334 -2.70293 3.45438
C 0.90863 -4.15400 1.62983
C -2.51942 1.11534 -3.81391
H 1.51335 -5.89407 2.76145
H -2.52666 2.31914 3.11408
H -4.22610 2.35770 -3.84247
H 1.21920 1.60167 -4.05169
H 1.47346 3.44429 -5.65969
C 1.62370 2.81536 -2.32016
C -1.13593 -1.62378 -5.68806
H 0.30036 6.34066 2.08371
C -3.15822 2.47080 -3.64096
O -3.93652 -0.57336 1.77068
C 1.56522 -4.82087 2.65335
N -2.99070 3.06199 -2.33302
H -0.24920 -3.56508 -5.72445
H -1.28114 4.21842 -2.61869
H -1.09721 -1.47847 -6.76115
C -3.20046 -3.36679 2.13323
O -0.81418 -2.32368 0.07064
N -1.54388 -0.35477 2.23222
N 0.35032 0.97295 2.18044
C -1.91499 3.18917 2.88951
H -3.62579 -2.99919 1.20855
C -2.47409 -5.19033 3.53474
C 1.27012 1.59764 2.99166
C -1.69829 -0.83308 -3.44471
C 5.39665 0.03727 -1.97429
H 2.11596 4.28410 -0.83592
C -1.59221 3.35312 -2.02572
C -1.61205 3.53773 1.57440
C -0.66746 -2.78592 -5.09853
H 1.86780 -0.98168 2.29455
H -1.63633 -4.62724 5.43196
H -0.22160 5.71064 4.42372
H 1.65970 1.88636 5.12933
H -1.95291 -2.19933 5.05820
C 4.25948 0.62105 -1.41783
H 3.02232 -2.16415 4.17390
H -3.37868 2.45019 -1.62316
C -1.40443 3.98884 3.89555
C 1.46033 2.59718 -3.68877
C 1.07153 1.47749 4.32153
C -1.65514 -0.66028 -4.82756
C 2.87011 -0.71639 -2.85003
C 1.87999 4.92895 -4.15693
C -2.25239 -2.91349 4.29953
H 4.36203 1.36259 -0.63489
H 3.89331 -2.05307 -4.17450
C 5.26992 -0.91973 -2.97070
C 2.06150 5.15830 -2.79959
H 6.15227 -1.37523 -3.40448
H -0.91337 2.52949 -2.27206
N -0.75097 4.71461 -0.07998
C 0.38687 -2.08627 0.30930
H 1.88675 -1.03293 -3.17181
C -0.71801 -2.97599 -3.70601
C -0.61147 5.11456 3.60774
C -0.31326 5.47564 2.30505
C -0.83498 4.66379 1.30371
H 2.07690 2.15033 2.52554
H 0.30470 -4.70329 0.91799
C 1.94139 4.10429 -1.89322
S -0.35298 0.55016 4.61135
N -2.35545 -6.56735 3.77167
O 1.12903 -1.31522 -0.35776
C -2.08514 -4.27093 4.50924
C 2.30246 -4.07741 3.55038
H -1.61409 3.73400 4.92751
O 3.62670 -4.11873 5.45474
N -2.24085 0.30561 -2.83975
*
```

For the maximum force, the calculation gives 0.025 hartree/bohr. Its energy above the lowest of the compared OMol25 structures with the same formula, charge and spin is 0.568 eV. As for the expectation value of S²: 0.75. For the highest occupied orbital energy (spin up / spin down), the calculation gives -3.60 / -5.08 eV.